An isolated molecule of C3H8O, computed with ωB97M-V/def2-TZVPD.

Last column: Mulliken charge in e.
Atoms and positions in Å:
C 0.60263 -1.06794 1.44823  -1.04
C 0.27131 0.19723 0.65596  -0.24
C -0.23314 -0.11169 -0.73863  -0.59
O -0.56517 1.09596 -1.41403  -0.52
H 0.11483 -1.14253 2.41682  0.30
H 0.28193 -1.96133 0.90600  0.33
H 1.67139 -1.14928 1.61300  0.27
H 1.13147 0.83964 0.54974  0.30
H -0.50197 0.80696 1.12224  0.23
H -1.08377 -0.78724 -0.65975  0.38
H 0.54531 -0.62289 -1.30937  0.27
H -1.50689 1.09502 -1.63501  0.30

Values from the calculation:
* orbital gap: 11.26 eV
* highest occupied orbital energy: -10.2 eV
* SMILES: CCCO

=====

A cluster of 2 separate species, C3H8O in total, computed with ωB97M-V/def2-TZVPD.

Last column: Mulliken charge in e.
Atoms and positions in Å:
C 1.98659 -1.02634 -0.91484  -0.88
H 1.54624 -1.63142 -1.69368  0.27
H 3.02933 -0.83781 -1.11119  0.29
H 1.87910 -1.52487 0.04628  0.26
H 1.42926 -0.08675 -0.81136  0.05
C -0.72851 1.12411 1.32368  -0.54
C -1.53618 0.69125 0.26606  0.45
O -2.70590 0.22242 0.46674  -0.28
H 0.31283 1.33777 1.13495  0.30
H -0.98588 1.17723 2.37321  0.32
H -1.11301 0.69930 -0.73979  0.32
H -3.11387 -0.14490 -0.34005  0.43

Values from the calculation:
* total charge: +1
* orbital gap (spin up / spin down): 11.60 / 7.94 eV
* highest occupied orbital energy (spin up / spin down): -16.7 / -16.7 eV
* spin multiplicity: 2

=====

A cluster of 2 separate species, C3H8O2 in total, computed with ωB97M-V/def2-TZVPD.

Last column: Mulliken charge in e.
Atoms and positions in Å:
O 1.20221 -3.76280 0.80960  -0.65
C 0.74298 -3.21652 1.83749  -0.51
H 0.18842 -3.81522 2.58099  0.25
H 0.89101 -2.15493 2.07222  0.18
C -0.91332 1.52003 -0.93724  -0.58
O -1.08641 0.34608 -0.12822  -0.39
C 0.58857 1.81139 -0.93105  -0.99
H -1.23968 1.31156 -1.96325  0.33
H -1.43424 2.31026 -0.39521  0.27
H -1.91698 -0.09708 -0.32073  0.26
H 1.18887 0.98825 -0.54503  0.27
H 0.91115 2.20137 -1.90194  0.30
H 0.87742 2.55759 -0.17765  0.26

Values from the calculation:
* total charge: -1
* orbital gap (spin up / spin down): 2.67 / 6.83 eV
* highest occupied orbital energy (spin up / spin down): 1.0 / -3.3 eV
* spin multiplicity: 2

=====

An isolated molecule of C3H8O2, computed with ωB97M-V/def2-TZVPD.

Last column: Mulliken charge in e.
Atoms and positions in Å:
C -1.60198 0.26432 0.26366  -1.18
C -0.24559 -0.36792 -0.04593  0.42
O -0.09623 -0.26437 -1.46250  -0.57
C 1.01186 0.26563 0.57381  -0.59
O 2.16285 -0.35590 0.02015  -0.52
H -1.52702 1.35548 0.25199  0.29
H -2.11069 -0.05570 1.18132  0.34
H -2.23684 -0.01100 -0.58347  0.31
H -0.23858 -1.42131 0.26903  0.28
H 0.30123 -1.07592 -1.78837  0.32
H 1.01613 1.34496 0.36920  0.30
H 1.08926 0.13127 1.66066  0.30
H 2.47561 0.19046 -0.70955  0.31

Values from the calculation:
* orbital gap: 11.05 eV
* highest occupied orbital energy: -10.1 eV
* SMILES: C[C@@H](O)CO

=====

An isolated molecule of C3H8O2, computed with ωB97M-V/def2-TZVPD.

Last column: Mulliken charge in e.
Atoms and positions in Å:
C -1.92036 -0.64990 -0.09709  -0.64
O -1.47285 0.72233 -0.35182  -0.34
C -0.13417 0.97113 -0.03868  -0.22
O 0.62152 0.02587 -0.73849  -0.34
C 1.90288 -0.25732 -0.06969  -0.59
H -1.33973 -1.40872 -0.59841  0.25
H -1.92965 -0.74557 0.98990  0.28
H -2.94898 -0.67889 -0.36087  0.26
H 0.25264 1.00182 1.05777  0.29
H 0.10493 2.01374 -0.27692  0.28
H 2.66228 -0.90643 -0.66115  0.23
H 1.75323 -0.80795 0.97952  0.27
H 2.44826 0.71989 0.16594  0.28

Values from the calculation:
* orbital gap: 10.84 eV
* highest occupied orbital energy: -9.8 eV
* SMILES: COCOC

=====

A cluster of 2 separate species, C3H8O2 in total, computed with ωB97M-V/def2-TZVPD.

Last column: Mulliken charge in e.
Atoms and positions in Å:
C -1.59687 0.66753 0.67092  -1.03
C -0.11217 0.26662 0.50534  -0.02
C -0.16906 -0.93247 -0.39189  -0.14
O 0.00301 -0.90720 -1.59240  -0.56
H -1.74789 1.70793 0.37863  0.28
H -1.94370 0.52418 1.69564  0.28
H -2.24214 0.06402 0.01918  0.32
H 0.47547 1.05809 0.03506  0.18
H 0.35600 0.01508 1.46398  0.32
H -0.51640 -1.86074 0.11002  0.38
O 2.57621 -0.45369 -0.67950  -0.65
H 1.91440 -0.52207 -1.38448  0.34
H 2.91096 0.44792 -0.75424  0.30

Values from the calculation:
* orbital gap: 10.96 eV
* highest occupied orbital energy: -10.0 eV
* SMILES: CCC=O.O

=====

no.,strongest force on any atom (eV/A)
1,0.5
2,0.9
3,1.8
4,0.5
5,2.7
6,0.5